Record 1
# C6H8N4

The molecule C6H8N4 at a distorted geometry (wB97M-V/def2-TZVPD, the OMol25 dataset).

Properties
Energy above the lowest of the compared OMol25 structures with the same formula, charge and spin: 51.7 kcal per mole
Kohn-Sham gap: 7.8 eV
LUMO: 0.63 eV
Energy: -12309.866 eV
E_HOMO: -7.19 eV

```
! wB97M-V def2-TZVPD RIJCOSX def2/J DEFGRID3
* xyz 0 1
C 1.851 -1.367 -0.774
N 0.409 -1.568 -0.793
C -0.337 -0.403 -0.890
C -0.625 0.440 -1.935
N -1.262 1.579 -1.627
N -1.417 1.575 -0.309
C -2.040 2.395 0.595
C -1.913 1.806 1.814
N -1.213 0.636 1.664
C -0.903 0.515 0.350
H 2.172 -0.635 -0.017
H 2.345 -2.319 -0.579
H 2.162 -1.004 -1.755
H 0.108 -2.139 -0.011
H -0.415 0.239 -2.970
H -2.521 3.308 0.313
H -2.251 2.133 2.775
H -1.018 -0.028 2.391
*
```

Atomic charges from the Löwdin analysis, expressed in e, are listed below: -0.1236 -0.1012 -0.1938 -0.1493 0.0355 -0.1314 -0.0296 -0.0949 0.0818 -0.1068 0.0766 0.0729 0.0776 0.1061 0.1052 0.1133 0.1090 0.1526

=====

Record 2
# C4H11NOS

The molecule C4H11NOS (wB97M-V/def2-TZVPD, the OMol25 dataset).

Properties
Energy above the lowest of the compared OMol25 structures with the same formula, charge and spin: 21.6 kcal per mole
Kohn-Sham gap: 10.1 eV
LUMO: 0.76 eV
Energy: -18698.983 eV
E_HOMO: -9.31 eV

```
! wB97M-V def2-TZVPD RIJCOSX def2/J DEFGRID3
* xyz 0 1
N -1.219 -0.968 -0.170
C -0.051 -0.160 -0.546
C -0.395 0.688 -1.785
O -1.119 -0.065 -2.728
C 0.466 0.767 0.572
C 0.559 0.146 1.959
S 1.564 -1.389 2.027
H -1.726 -0.554 0.608
H -0.948 -1.904 0.096
H 0.767 -0.803 -0.864
H 0.555 1.005 -2.195
H -0.912 1.625 -1.563
H -1.562 -0.748 -2.198
H 1.451 1.148 0.290
H -0.223 1.607 0.655
H -0.421 -0.096 2.360
H 1.026 0.869 2.617
H 2.189 -1.165 0.865
*
```

Atomic charges from the Löwdin analysis, expressed in e, are listed below: 0.0500 -0.3970 -0.2533 -0.0705 -0.2440 -0.5539 0.6966 0.0826 0.0761 0.1250 0.1137 0.1137 0.0622 0.1186 0.1137 0.0565 0.0604 -0.1503

=====

Record 3
# C25H29N3O2

The molecule C25H29N3O2 at a distorted geometry (wB97M-V/def2-TZVPD, the OMol25 dataset).

Properties
Energy above the lowest of the compared OMol25 structures with the same formula, charge and spin: 517.8 kcal per mole
Kohn-Sham gap: 6.6 eV
LUMO: -0.78 eV
Energy: -34940.229 eV
E_HOMO: -7.35 eV

```
! wB97M-V def2-TZVPD RIJCOSX def2/J DEFGRID3
* xyz 0 1
C 3.389 4.895 0.590
C 3.728 4.289 1.882
O 3.753 2.853 1.756
C 2.633 2.268 1.944
C 1.288 2.968 2.268
C 0.382 2.025 2.326
C 0.569 0.612 2.199
C -0.728 -0.100 1.833
C -0.872 -1.173 1.004
C -1.920 -2.049 0.911
C -2.057 -3.079 -0.261
O -2.432 -4.213 -0.008
N -1.742 -2.426 -1.614
C -1.549 -3.382 -2.568
C -0.094 -3.176 -3.293
C 0.156 -1.665 -3.640
N 0.283 -0.701 -2.366
C 0.035 0.545 -2.557
C 1.273 1.310 -3.024
C 2.321 0.438 -2.694
C 1.891 -0.826 -1.923
C -3.196 -1.726 1.643
C -4.275 -2.362 1.838
C -5.377 -1.985 2.783
C -5.038 -0.948 3.591
C -4.048 -0.128 3.496
C -2.894 -0.651 2.611
N -1.916 0.265 2.845
C 1.656 0.171 1.724
C 2.810 0.981 1.692
H 2.315 4.779 0.361
H 4.107 4.647 -0.244
H 3.453 6.001 0.525
H 3.204 4.619 2.824
H 5.007 4.454 2.062
H 1.296 3.795 2.456
H -0.830 2.339 2.324
H 0.204 -1.559 0.400
H -1.299 -1.690 -1.245
H -1.703 -4.315 -2.110
H -2.312 -3.086 -3.167
H 0.775 -3.452 -2.329
H 0.016 -3.794 -3.958
H -0.645 -1.190 -4.165
H 0.893 -1.668 -4.128
H -0.085 1.081 -1.496
H -0.831 0.788 -3.018
H 1.267 1.261 -4.157
H 1.454 2.144 -2.972
H 3.275 0.689 -1.849
H 3.062 -0.080 -3.469
H 1.700 -0.674 -0.640
H 2.456 -1.861 -1.933
H -4.518 -3.158 0.947
H -6.128 -2.495 2.569
H -5.997 -0.649 4.112
H -3.854 0.597 4.159
H 1.933 -1.034 1.518
H 3.753 0.477 1.634
*
```

Atomic charges from the Löwdin analysis, expressed in e, are listed below: -0.1077 -0.2428 -0.0492 -0.2788 0.0633 -0.0364 -0.2334 -0.0877 -0.0453 -0.0290 -0.3060 0.0682 0.0572 -0.2018 -0.0329 -0.0826 -0.1375 -0.3101 -0.1664 -0.2548 -0.1001 -0.1566 -0.0367 0.0042 -0.1675 -0.0056 -0.1590 0.1584 -0.1195 -0.0209 0.0834 0.1053 0.0852 0.1335 0.1919 -0.0409 0.1776 0.1709 0.0169 0.0949 0.0864 0.1878 -0.0180 0.1198 -0.0147 0.1635 0.0968 0.1529 -0.0198 0.1729 0.1357 0.1166 0.1287 0.1699 0.0147 0.1315 0.0674 0.1819 0.1243

=====

Record 4
# C34H28Cl2ErN10O2SSe2

A structure of composition C34H28Cl2ErN10O2SSe2 at a distorted geometry (wB97M-V/def2-TZVPD, the OMol25 dataset).

Properties
Kohn-Sham gap (spin up / spin down): 6.7 / 6.7 eV
LUMO (spin up / spin down): -3.41 / -3.41 eV
Energy: -248902.198 eV
E_HOMO (spin up / spin down): -10.15 / -10.15 eV

```
! wB97M-V def2-TZVPD RIJCOSX def2/J DEFGRID3
* xyz 1 4
Er 0.490 -0.733 1.608
C -2.034 3.301 0.350
C -1.211 2.272 1.067
N -1.474 1.026 1.165
N -2.559 0.512 0.526
C -2.866 -0.812 0.673
N -3.788 -1.249 -0.190
S -2.237 -1.783 1.884
C 0.039 2.716 1.753
C 0.361 4.060 1.845
C 1.545 4.431 2.467
C 2.370 3.446 2.971
C 1.971 2.124 2.839
N 0.833 1.762 2.256
H -2.855 2.890 -0.228
H -1.410 3.879 -0.332
H -2.467 3.995 1.074
H -2.970 1.027 -0.240
H -4.003 -0.752 -1.041
H -3.999 -2.234 -0.170
H -0.299 4.815 1.443
H 1.814 5.476 2.546
H 3.309 3.683 3.451
H 2.594 1.319 3.212
Se 1.953 -0.889 5.235
Se 1.253 -2.718 3.977
C 2.743 -2.647 2.750
C 3.528 -3.760 2.538
C 4.547 -3.650 1.601
C 4.748 -2.442 0.952
C 3.902 -1.385 1.236
N 2.899 -1.488 2.118
C 0.337 0.151 5.151
C 0.105 0.989 6.234
C -1.070 1.717 6.258
C -1.987 1.536 5.234
C -1.664 0.677 4.202
N -0.497 0.024 4.124
H 3.343 -4.679 3.077
H 5.170 -4.503 1.366
H 5.518 -2.335 0.203
H 3.987 -0.438 0.722
H 0.816 1.038 7.048
H -1.285 2.380 7.086
H -2.945 2.038 5.241
H -2.358 0.489 3.397
Cl -1.655 -3.110 -2.455
C -2.692 -2.122 -3.434
C -3.832 -2.685 -3.986
C -4.636 -1.919 -4.817
C -4.303 -0.597 -5.077
C -3.177 -0.046 -4.488
Cl -2.808 1.623 -4.779
C -2.334 -0.791 -3.663
N -1.214 -0.220 -3.060
C -0.072 0.118 -3.820
C 0.068 -0.274 -5.145
C 1.203 0.067 -5.863
C 2.219 0.797 -5.262
C 2.072 1.193 -3.942
C 0.935 0.869 -3.212
C 0.751 1.415 -1.817
C 0.851 0.393 -0.715
O 1.815 0.402 0.103
O -0.093 -0.443 -0.537
H -4.062 -3.722 -3.786
H -5.513 -2.355 -5.273
H -4.915 0.017 -5.723
H -0.982 -0.627 -2.162
H -0.712 -0.863 -5.615
H 1.295 -0.251 -6.893
H 3.110 1.063 -5.815
H 2.850 1.779 -3.466
H -0.257 1.842 -1.749
H 1.487 2.193 -1.621
N 0.603 -2.863 0.908
C 1.164 -3.501 0.090
N 1.691 -4.250 -0.770
C 2.931 -4.202 -1.214
N 4.014 -4.210 -1.620
*
```

Atomic charges from the Löwdin analysis, expressed in e, are listed below: 1.1959 0.0084 -0.2392 0.0114 0.0095 -0.8237 0.1389 0.7151 -0.2072 0.0111 -0.0216 -0.0163 -0.1058 0.0391 0.0752 0.1000 0.1065 0.1411 0.1148 0.1090 0.1146 0.1218 0.1195 0.0908 0.7544 0.7424 -0.7055 -0.0719 -0.0326 -0.0367 -0.1012 -0.0745 -0.6704 -0.0999 -0.0392 -0.0354 -0.1563 -0.0456 0.1159 0.1251 0.1170 0.1129 0.1066 0.1199 0.1137 0.0629 0.7558 -0.5940 -0.1044 -0.0711 -0.0991 -0.5973 0.7303 -0.3483 0.0533 -0.2164 -0.0196 -0.0643 -0.0757 -0.0312 -0.1510 -0.0292 -0.5888 -0.0852 -0.1610 0.1085 0.1124 0.1090 0.0624 0.1202 0.1097 0.1056 0.1155 0.1247 0.1291 -0.0327 -0.3339 0.1099 -0.3748 0.1216

=====

Record 5
# C4H11N2

A cluster of 2 separate species, C4H11N2 in total at a distorted geometry (wB97M-V/def2-TZVPD, the OMol25 dataset).

Properties
Energy above the lowest of the compared OMol25 structures with the same formula, charge and spin: 68.7 kcal per mole
Kohn-Sham gap: 10.1 eV
LUMO: -4.35 eV
Energy: -7297.970 eV
E_HOMO: -14.42 eV

```
! wB97M-V def2-TZVPD RIJCOSX def2/J DEFGRID3
* xyz 1 1
C -2.323 -0.325 -0.070
C -3.728 -0.228 -0.055
C 3.892 0.015 -0.027
C 2.442 -0.274 0.098
N -1.364 0.499 0.151
N 1.284 0.273 -0.103
H -2.073 -1.330 -0.195
H -4.342 -0.105 -1.095
H -3.945 0.728 0.479
H -4.272 -1.050 0.244
H 4.364 0.108 0.915
H 4.306 -0.873 -0.274
H 4.178 0.853 -0.783
H 2.211 -1.221 0.768
H -1.683 1.464 0.152
H -0.333 0.345 0.407
H 1.387 1.120 -0.611
*
```

Atomic charges from the Löwdin analysis, expressed in e, are listed below: -0.1365 -0.0282 -0.0519 -0.2230 0.2123 0.0345 0.1291 0.1880 0.1152 0.0698 0.0811 0.0375 0.1331 0.1466 0.1471 0.0926 0.0527

=====

Record 6
# C2H4N2O2S

A cluster of 2 separate species, C2H4N2O2S in total at a distorted geometry (wB97M-V/def2-TZVPD, the OMol25 dataset).

Properties
Energy above the lowest of the compared OMol25 structures with the same formula, charge and spin: 114.9 kcal per mole
Kohn-Sham gap (spin up / spin down): 8.3 / 8.5 eV
LUMO (spin up / spin down): -1.36 / -0.87 eV
Energy: -20044.500 eV
E_HOMO (spin up / spin down): -9.71 / -9.34 eV

```
! wB97M-V def2-TZVPD RIJCOSX def2/J DEFGRID3
* xyz 0 1
C 1.858 1.530 0.077
C -1.899 -1.488 -0.090
N 1.249 0.873 -0.778
N -1.144 -0.759 0.610
O -2.034 1.352 -0.948
O -0.889 1.748 1.225
S -1.029 0.959 -0.001
H 2.975 1.528 -0.217
H 1.289 1.809 0.910
H -2.046 -2.466 0.147
H -2.308 -1.205 -0.968
*
```

Atomic charges from the Löwdin analysis, expressed in e, are listed below: -0.1475 -0.0598 0.0331 -0.0745 -0.3423 -0.3841 0.7350 0.1213 0.0254 0.0536 0.0397